[1]
DFT (the ωB97M-V functional and the def2-TZVPD basis) results for the molecule C3H5N3.

The geometry in XYZ format:
```
11
C3H5N3 | the Open Molecules 2025 dataset | the ωB97M-V functional and the def2-TZVPD basis
C 1.305 0.030 0.113
N -0.743 -0.620 0.773
C -1.373 -0.816 -0.312
N -1.452 0.338 -1.171
N -0.740 1.225 -0.652
C -0.084 0.635 0.523
H 1.294 -0.100 -0.973
H 1.455 -0.966 0.554
H 2.109 0.676 0.442
H -1.758 -1.774 -0.627
H -0.011 1.372 1.329
```

As for the SMILES: C[C@@H]1N=CN=N1. For the frontier orbital gap, the calculation gives 10.047 eV. As for the relative energy (zero: lowest compared OMol25 entry of this formula, charge and spin): 48.8 kcal per mole. The calculation puts the HOMO energy at -0.3741 Eh. The net charge is 0. For the max |F|, the calculation gives 0.6 eV/A.

[2]
DFT (the ωB97M-V functional and the def2-TZVPD basis) results for a structure of composition C4H7AlLiO2 in a non-equilibrium geometry.

The geometry in XYZ format:
```
15
C4H7AlLiO2 | the Open Molecules 2025 dataset | the ωB97M-V functional and the def2-TZVPD basis
O -1.203 0.192 -0.078
C -0.604 -0.319 -1.373
C 0.584 -1.068 -0.856
Li -2.144 -1.474 -2.080
Al -1.472 1.846 0.034
H -0.247 0.546 -1.963
H 0.318 -2.058 -0.454
H 1.347 -1.202 -1.633
C -0.172 0.282 1.077
C 1.109 -0.045 0.376
O -0.218 1.633 1.534
H -0.597 -0.319 1.889
H 1.640 0.847 0.021
H 1.812 -0.592 1.013
H -0.153 1.731 2.491
```

For the frontier orbital gap (alpha / beta), the calculation gives 8.757 / 6.556 eV. As for the relative energy (zero: lowest compared OMol25 entry of this formula, charge and spin): 0.0 kcal per mole. The calculation puts the HOMO energy (alpha / beta) at -0.9075 / -0.8518 Eh. The net charge is +3. For the max |F|, the calculation gives 5.3 eV/A.

[3]
DFT (the ωB97M-V functional and the def2-TZVPD basis) results for a structure of composition C14H18Cl4MoN4 in a non-equilibrium geometry.

The geometry in XYZ format:
```
41
C14H18Cl4MoN4 | the Open Molecules 2025 dataset | the ωB97M-V functional and the def2-TZVPD basis
Mo 8.049 9.364 8.187
C 5.565 5.237 5.387
C 5.313 5.642 6.860
C 6.056 6.775 7.397
N 6.695 7.659 7.771
H 4.937 4.397 5.102
H 6.607 4.938 5.254
H 5.395 6.076 4.729
H 5.577 4.787 7.470
H 4.247 5.802 7.044
Cl 6.871 13.633 7.876
C 6.974 12.917 6.301
Cl 7.029 13.977 4.982
Cl 7.201 10.664 4.751
C 7.220 11.499 6.254
N 7.582 10.833 7.298
Cl 9.336 12.079 13.433
C 8.827 10.719 12.421
C 8.693 9.528 13.133
C 8.344 8.376 12.378
C 8.126 8.501 11.030
N 8.266 9.687 10.353
C 8.585 10.820 11.089
H 8.872 9.558 14.211
H 8.304 7.382 12.854
H 7.825 7.628 10.440
H 8.663 11.757 10.542
C 11.874 9.572 7.359
C 10.869 8.395 7.087
C 11.374 7.060 7.725
C 10.705 8.214 5.551
N 9.585 8.775 7.647
H 12.876 9.391 6.954
H 11.983 9.716 8.422
H 11.456 10.506 7.014
H 12.319 6.730 7.291
H 10.612 6.288 7.575
H 11.514 7.220 8.775
H 11.695 8.148 5.078
H 10.113 9.043 5.147
H 10.183 7.282 5.334
```

For the frontier orbital gap, the calculation gives 3.415 eV. The calculation puts the HOMO energy at -0.7723 Eh. The net charge is +4. For the max |F|, the calculation gives 6.1 eV/A.

[4]
DFT (the ωB97M-V functional and the def2-TZVPD basis) results for a cluster of 2 separate species, C6H16N2 in total in a non-equilibrium geometry.

The geometry in XYZ format:
```
24
C6H16N2 | the Open Molecules 2025 dataset | the ωB97M-V functional and the def2-TZVPD basis
N 0.098 -0.798 -3.903
C -0.516 -1.207 -2.616
C -1.001 -0.014 -1.824
N -1.481 -0.472 -0.491
H -0.611 -0.387 -4.491
H 0.431 -1.620 -4.453
H 0.196 -1.645 -1.955
H -1.338 -1.936 -2.766
H -0.181 0.726 -1.730
H -1.833 0.523 -2.311
H -1.054 0.212 0.128
H -2.496 -0.341 -0.326
C -0.275 -0.433 3.493
C 0.649 -0.079 2.377
C 1.128 1.204 2.157
C 1.879 1.618 0.920
H -0.367 0.413 4.231
H -1.271 -0.661 3.094
H 0.047 -1.299 4.078
H 0.848 -0.888 1.626
H 1.001 1.878 2.955
H 1.598 0.961 0.093
H 1.594 2.659 0.630
H 2.955 1.586 1.086
```

Its spin multiplicity is 2. Its expectation value of S² is 0.75. For the frontier orbital gap (alpha / beta), the calculation gives 2.405 / 9.509 eV. As for the relative energy (zero: lowest compared OMol25 entry of this formula, charge and spin): 27.2 kcal per mole. The calculation puts the HOMO energy (alpha / beta) at 0.0529 / -0.2093 Eh. The net charge is -1. For the max |F|, the calculation gives 3.9 eV/A.

[5]
DFT (the ωB97M-V functional and the def2-TZVPD basis) results for a cluster of 5 separate species, C31H70ClNO18P5 in total in a non-equilibrium geometry.

The geometry in XYZ format:
```
126
C31H70ClNO18P5 | the Open Molecules 2025 dataset | the ωB97M-V functional and the def2-TZVPD basis
C 9.535 -6.822 4.729
C 9.023 -5.885 3.602
C 7.570 -5.518 3.831
C 6.631 -5.803 2.857
C 5.280 -5.482 3.074
Cl 4.121 -5.864 1.876
C 4.930 -4.853 4.241
P 3.168 -4.416 4.594
O 2.620 -3.443 3.643
N 5.868 -4.561 5.170
C 7.156 -4.876 5.000
O 7.952 -4.560 6.022
H 9.327 -7.848 4.428
H 10.597 -6.676 4.908
H 9.015 -6.679 5.672
H 9.114 -6.439 2.671
H 9.600 -4.962 3.515
H 6.885 -6.302 1.931
H 2.517 -5.667 4.607
H 3.095 -3.943 5.924
H 5.599 -4.087 6.027
H 8.637 -3.923 5.772
O 0.586 1.664 5.306
P -0.287 1.408 4.137
O 0.474 2.089 2.857
C 1.886 1.996 2.691
C 2.264 0.850 1.770
O -1.503 2.455 4.363
C -1.773 3.013 5.653
C -1.177 4.400 5.768
O -1.296 0.496 3.242
C -0.851 -0.755 2.709
C -0.158 -1.631 3.728
H 2.395 1.894 3.651
H 2.212 2.939 2.249
H 2.038 -0.114 2.234
H 3.331 0.872 1.545
H 1.707 0.906 0.833
H -1.410 2.360 6.446
H -2.858 3.068 5.755
H -0.121 4.400 5.501
H -1.283 4.783 6.783
H -1.680 5.086 5.084
H -0.206 -0.576 1.844
H -1.737 -1.270 2.337
H 0.751 -1.155 4.112
H 0.125 -2.582 3.278
H -0.812 -1.824 4.581
O -3.676 1.893 -3.057
P -2.739 0.769 -2.841
O -1.366 1.181 -3.635
C -0.867 2.519 -3.600
C 0.193 2.691 -2.528
O -3.302 -0.371 -3.854
C -4.648 -0.328 -4.337
C -4.695 0.269 -5.728
O -2.065 -0.404 -1.947
C -1.364 -0.074 -0.743
C -2.121 0.867 0.168
H -1.672 3.241 -3.454
H -0.429 2.715 -4.580
H -0.244 2.597 -1.530
H 0.658 3.675 -2.600
H 0.968 1.928 -2.624
H -5.293 0.219 -3.651
H -5.010 -1.358 -4.366
H -4.184 1.231 -5.762
H -5.726 0.408 -6.055
H -4.190 -0.387 -6.440
H -0.378 0.327 -0.998
H -1.192 -1.015 -0.223
H -2.303 1.837 -0.312
H -1.553 1.046 1.076
H -3.093 0.449 0.434
O 2.395 -5.038 -3.638
P 1.079 -4.871 -4.305
O -0.038 -5.181 -3.151
C 0.136 -4.706 -1.824
C -0.583 -3.388 -1.631
O 0.978 -6.214 -5.213
C 2.143 -6.961 -5.562
C 2.305 -8.156 -4.645
O 0.049 -4.150 -5.328
C -0.320 -2.769 -5.154
C 0.865 -1.858 -4.923
H 1.192 -4.599 -1.566
H -0.285 -5.462 -1.158
H -0.109 -2.598 -2.219
H -0.561 -3.087 -0.582
H -1.622 -3.458 -1.955
H 3.031 -6.330 -5.549
H 2.007 -7.302 -6.590
H 2.272 -7.856 -3.597
H 3.251 -8.664 -4.835
H 1.492 -8.866 -4.800
H -1.049 -2.687 -4.344
H -0.833 -2.472 -6.067
H 1.398 -2.123 -4.001
H 0.535 -0.823 -4.838
H 1.577 -1.936 -5.747
O -3.357 7.899 -1.604
P -4.058 7.295 -0.445
O -5.400 6.592 -1.049
C -5.366 5.876 -2.284
C -5.184 4.390 -2.053
O -4.690 8.594 0.296
C -4.174 9.904 0.058
C -5.034 10.640 -0.948
O -4.092 6.519 0.986
C -3.570 5.191 1.109
C -2.197 5.029 0.490
H -4.584 6.254 -2.945
H -6.323 6.056 -2.777
H -4.191 4.179 -1.651
H -5.290 3.835 -2.983
H -5.918 4.016 -1.337
H -3.135 9.863 -0.267
H -4.192 10.432 1.014
H -5.174 10.051 -1.854
H -4.582 11.596 -1.218
H -6.025 10.829 -0.533
H -4.284 4.478 0.688
H -3.511 4.982 2.178
H -2.221 5.220 -0.589
H -1.824 4.016 0.646
H -1.491 5.734 0.932
```

For the frontier orbital gap, the calculation gives 5.851 eV. The calculation puts the HOMO energy at -0.4006 Eh. The net charge is +1. For the max |F|, the calculation gives 6.7 eV/A.

[6]
DFT (the ωB97M-V functional and the def2-TZVPD basis) results for a cluster of 4 separate species, C2H14N2O3 in total in a non-equilibrium geometry.

The geometry in XYZ format:
```
21
C2H14N2O3 | the Open Molecules 2025 dataset | the ωB97M-V functional and the def2-TZVPD basis
N -0.845 0.327 -0.039
C -0.048 0.602 1.170
C 1.507 0.484 0.920
N 2.148 0.910 2.201
H -0.643 1.072 -0.698
H -0.617 -0.619 -0.301
H -0.219 1.523 1.709
H -0.410 -0.086 1.917
H 1.777 1.283 0.199
H 1.767 -0.553 0.700
H 1.780 1.778 2.551
H 3.161 0.805 1.959
H 0.979 -4.028 -2.733
H 1.842 -4.100 -4.126
O 1.199 -3.624 -3.577
H -2.015 -0.327 -1.798
H -1.578 -0.940 -3.083
O -1.468 -0.090 -2.646
H -2.558 2.569 1.692
H -2.718 1.279 2.385
O -3.041 1.736 1.600
```

Its spin multiplicity is 2. Its expectation value of S² is 0.75. For the frontier orbital gap (alpha / beta), the calculation gives 2.004 / 9.090 eV. As for the relative energy (zero: lowest compared OMol25 entry of this formula, charge and spin): 36.7 kcal per mole. The calculation puts the HOMO energy (alpha / beta) at 0.0403 / -0.2226 Eh. The net charge is -1. For the max |F|, the calculation gives 3.2 eV/A.

[7]
DFT (the ωB97M-V functional and the def2-TZVPD basis) results for the molecule C6H9N in a non-equilibrium geometry.

The geometry in XYZ format:
```
16
C6H9N | the Open Molecules 2025 dataset | the ωB97M-V functional and the def2-TZVPD basis
C -0.334 1.547 0.355
C -0.511 0.157 -0.266
C 0.572 -0.224 -1.289
C 1.436 -0.782 -0.261
C 2.048 -0.896 0.791
C -0.905 -1.061 0.511
N -1.856 -0.397 -0.371
H 0.699 1.919 0.302
H -0.625 1.573 1.409
H -0.952 2.286 -0.178
H 1.142 0.591 -1.767
H 0.190 -0.912 -2.052
H 3.110 -0.916 0.844
H -0.653 -2.073 0.176
H -0.891 -0.987 1.595
H -2.470 0.174 0.201
```

As for the SMILES: C#CC[C@]1(C)CN1. For the frontier orbital gap, the calculation gives 10.230 eV. As for the relative energy (zero: lowest compared OMol25 entry of this formula, charge and spin): 104.7 kcal per mole. The calculation puts the HOMO energy at -0.3403 Eh. The net charge is 0. For the max |F|, the calculation gives 1.5 eV/A.

[8]
DFT (the ωB97M-V functional and the def2-TZVPD basis) results for a structure of composition C19H19BrF4IrN2O2 in a non-equilibrium geometry.

The geometry in XYZ format:
```
48
C19H19BrF4IrN2O2 | the Open Molecules 2025 dataset | the ωB97M-V functional and the def2-TZVPD basis
Ir 0.371 1.563 -0.110
C 3.541 0.868 -1.465
C 3.258 0.242 -0.110
N 2.399 1.051 0.796
C 3.029 2.376 1.110
C 2.029 3.444 0.860
C 2.037 0.297 2.015
C 0.752 -0.466 1.801
N -0.241 0.535 1.463
C -1.578 0.440 1.756
C -2.405 1.585 1.696
F -1.890 2.755 1.357
C -3.736 1.534 2.015
F -4.454 2.647 1.965
C -4.328 0.340 2.388
C -3.549 -0.797 2.436
F -4.091 -1.964 2.766
C -2.208 -0.757 2.131
F -1.510 -1.886 2.155
H 4.103 0.150 -2.062
H 4.148 1.771 -1.398
H 2.623 1.091 -2.002
H 4.197 0.050 0.417
H 2.756 -0.713 -0.256
H 3.898 2.523 0.474
H 3.383 2.399 2.141
H 1.621 3.307 -0.177
H 2.476 4.443 0.846
H 1.242 3.457 1.616
H 1.889 1.007 2.827
H 2.837 -0.390 2.300
H 0.492 -1.017 2.704
H 0.852 -1.186 0.985
H -5.383 0.296 2.630
Br -2.622 -5.289 -4.375
C -1.963 -3.724 -3.565
C -0.607 -3.624 -3.290
C -0.129 -2.484 -2.669
C -1.008 -1.460 -2.323
C -2.362 -1.565 -2.625
C -2.844 -2.700 -3.253
C -0.516 -0.286 -1.594
O -1.306 0.591 -1.128
O 0.731 -0.103 -1.368
H 0.062 -4.429 -3.562
H 0.926 -2.381 -2.448
H -3.030 -0.753 -2.369
H -3.893 -2.790 -3.500
```

For the frontier orbital gap (alpha / beta), the calculation gives 6.308 / 7.094 eV. The calculation puts the HOMO energy (alpha / beta) at -0.4240 / -0.4254 Eh. The net charge is +1. For the max |F|, the calculation gives 4.7 eV/A.

Copy entry 4 word for word.
DFT (the ωB97M-V functional and the def2-TZVPD basis) results for a cluster of 2 separate species, C6H16N2 in total in a non-equilibrium geometry.

The geometry in XYZ format:
```
24
C6H16N2 | the Open Molecules 2025 dataset | the ωB97M-V functional and the def2-TZVPD basis
N 0.098 -0.798 -3.903
C -0.516 -1.207 -2.616
C -1.001 -0.014 -1.824
N -1.481 -0.472 -0.491
H -0.611 -0.387 -4.491
H 0.431 -1.620 -4.453
H 0.196 -1.645 -1.955
H -1.338 -1.936 -2.766
H -0.181 0.726 -1.730
H -1.833 0.523 -2.311
H -1.054 0.212 0.128
H -2.496 -0.341 -0.326
C -0.275 -0.433 3.493
C 0.649 -0.079 2.377
C 1.128 1.204 2.157
C 1.879 1.618 0.920
H -0.367 0.413 4.231
H -1.271 -0.661 3.094
H 0.047 -1.299 4.078
H 0.848 -0.888 1.626
H 1.001 1.878 2.955
H 1.598 0.961 0.093
H 1.594 2.659 0.630
H 2.955 1.586 1.086
```

Its spin multiplicity is 2. Its expectation value of S² is 0.75. For the frontier orbital gap (alpha / beta), the calculation gives 2.405 / 9.509 eV. As for the relative energy (zero: lowest compared OMol25 entry of this formula, charge and spin): 27.2 kcal per mole. The calculation puts the HOMO energy (alpha / beta) at 0.0529 / -0.2093 Eh. The net charge is -1. For the max |F|, the calculation gives 3.9 eV/A.